1.
Entry from the OMol25 dataset: C57H76F5N12O2 as an isolated structure (ωB97M-V with the def2-TZVPD basis set).

Computed properties:
gap between HOMO and LUMO = 0.14244 hartree
E_HOMO = -2.4 eV
energy = -3523.90945 Ha

Geometry as ORCA input:
```
! wB97M-V def2-TZVPD RIJCOSX def2/J DEFGRID3
* xyz -1 1
C 3.649 -1.799 -0.126
C 2.573 -2.459 -0.974
N 1.366 -1.639 -1.144
C 1.480 -0.339 -1.895
C 1.617 0.766 -0.794
C 2.725 1.799 -0.896
C 2.790 2.596 0.413
C 3.891 3.633 0.453
O 3.818 4.584 -0.638
C 2.726 5.332 -0.564
O 2.709 6.518 -0.820
C 2.632 -0.345 -2.881
C 2.440 0.701 -3.968
C 3.573 0.824 -4.998
C 4.982 0.873 -4.470
F 5.074 1.550 -3.297
F 5.752 1.577 -5.367
C 5.702 -0.514 -4.299
F 6.861 -0.553 -5.019
F 6.021 -0.742 -2.992
F 4.917 -1.536 -4.734
H 3.219 -1.078 0.553
H 4.146 -2.553 0.472
H 4.418 -1.333 -0.724
H 3.006 -2.840 -1.899
H 2.286 -3.368 -0.434
H 0.696 -2.212 -1.636
H 0.690 1.341 -0.806
H 1.629 0.290 0.182
H 2.540 2.514 -1.682
H 3.711 1.370 -1.030
H 2.862 1.921 1.254
H 1.842 3.118 0.505
H 4.864 3.173 0.372
H 3.879 4.192 1.384
H 1.798 4.846 -0.251
H 2.571 -1.298 -3.405
H 3.641 -0.304 -2.456
H 1.577 0.351 -4.517
H 2.161 1.663 -3.569
H 3.466 0.048 -5.738
H 3.453 1.765 -5.518
N 1.503 6.601 2.260
C 0.805 7.734 2.555
C -0.105 7.417 3.533
C 0.063 6.036 3.839
C 1.070 5.568 3.034
H 2.238 6.524 1.580
H 1.006 8.658 2.044
H -0.811 8.096 3.978
H -0.486 5.460 4.566
H 1.518 4.592 2.942
N -1.487 4.146 1.347
C -1.980 3.011 1.923
C -2.645 2.301 0.959
C -2.559 3.045 -0.248
C -1.834 4.176 0.025
H -0.936 4.838 1.823
H -1.805 2.800 2.965
H -3.137 1.353 1.100
H -2.970 2.776 -1.205
H -1.532 4.993 -0.608
N -1.614 -0.553 3.285
C -1.903 -1.508 2.351
C -2.730 -2.429 2.934
C -2.952 -2.011 4.274
C -2.251 -0.850 4.460
H -1.025 0.243 3.130
H -1.494 -1.450 1.357
H -3.129 -3.307 2.454
H -3.554 -2.507 5.016
H -2.149 -0.214 5.323
N -0.409 -4.286 -2.907
C -1.271 -3.624 -3.732
C -2.534 -3.757 -3.217
C -2.426 -4.523 -2.026
C -1.103 -4.834 -1.863
H 0.583 -4.349 -3.039
H -0.909 -3.115 -4.609
H -3.437 -3.346 -3.639
H -3.226 -4.806 -1.363
H -0.595 -5.390 -1.095
N 3.346 3.378 5.847
C 3.239 4.739 5.760
C 4.126 5.285 6.648
C 4.796 4.211 7.296
C 4.294 3.048 6.779
H 2.812 2.723 5.309
H 2.544 5.198 5.078
H 4.280 6.337 6.814
H 5.559 4.284 8.052
H 4.537 2.021 6.988
N 2.914 0.083 8.686
C 2.722 -1.269 8.778
C 2.422 -1.560 10.081
C 2.434 -0.334 10.802
C 2.740 0.661 9.913
H 3.148 0.577 7.848
H 2.813 -1.903 7.913
H 2.216 -2.540 10.474
H 2.239 -0.199 11.852
H 2.848 1.723 10.045
N -2.658 -8.815 -3.995
C -3.375 -9.974 -3.866
C -4.002 -9.942 -2.650
C -3.650 -8.714 -2.024
C -2.820 -8.040 -2.879
H -2.098 -8.568 -4.788
H -3.377 -10.716 -4.645
H -4.643 -10.711 -2.253
H -3.970 -8.366 -1.056
H -2.337 -7.083 -2.791
N 0.505 -2.532 1.604
C -0.175 -3.679 1.844
C -0.752 -3.592 3.088
C -0.387 -2.324 3.620
C 0.389 -1.698 2.671
H 1.002 -2.340 0.732
H -0.197 -4.454 1.099
H -1.364 -4.346 3.557
H -0.669 -1.916 4.577
H 0.855 -0.727 2.664
N -2.643 -0.920 -5.848
C -3.087 0.341 -5.564
C -2.990 1.087 -6.706
C -2.463 0.238 -7.720
C -2.262 -0.993 -7.157
H -2.601 -1.677 -5.192
H -3.429 0.598 -4.577
H -3.262 2.125 -6.805
H -2.254 0.497 -8.745
H -1.881 -1.910 -7.574
N -4.273 -3.552 3.485
C -4.882 -4.412 2.619
C -6.157 -4.634 3.071
C -6.320 -3.871 4.259
C -5.139 -3.214 4.485
H -3.328 -3.218 3.397
H -4.359 -4.790 1.757
H -6.889 -5.269 2.601
H -7.203 -3.809 4.873
H -4.845 -2.535 5.266
N -2.994 3.619 -9.348
C -2.646 4.682 -8.562
C -3.560 5.678 -8.777
C -4.497 5.195 -9.731
C -4.121 3.921 -10.061
H -2.500 2.749 -9.389
H -1.785 4.637 -7.918
H -3.559 6.645 -8.302
H -5.350 5.721 -10.124
H -4.557 3.206 -10.737
*
```

Mulliken population analysis, charges in e, atoms 1 to 4:
1. C -0.949
2. C -0.663
3. N 0.420
4. C -1.814

2.
Entry from the OMol25 dataset: C57H81AsBGeHfN8O2S4 as an isolated structure (ωB97M-V with the def2-TZVPD basis set).

Computed properties:
gap between HOMO and LUMO = 0.14109 hartree
E_HOMO = -13.4 eV
energy = -8786.79491 Ha

Geometry as ORCA input:
```
! wB97M-V def2-TZVPD RIJCOSX def2/J DEFGRID3
* xyz 3 1
Hf -0.503 0.163 -0.447
C -3.287 4.242 2.255
C -3.677 3.246 1.208
C -4.811 3.338 0.469
C -5.107 2.395 -0.583
N -4.423 1.299 -0.701
N -3.403 1.109 0.183
B -3.123 -0.272 0.581
N -3.771 -1.445 -0.094
N -4.952 -1.705 0.484
C -5.585 -2.793 0.121
C -5.014 -3.669 -0.838
C -3.811 -3.394 -1.427
C -3.173 -4.279 -2.450
C -3.165 -2.200 -1.009
S -1.648 -1.746 -1.719
C -6.913 -3.050 0.820
C -6.603 -3.322 2.301
C -7.795 -1.801 0.695
C -7.642 -4.252 0.220
N -3.067 -0.455 2.085
N -4.080 0.111 2.762
C -4.196 -0.201 4.025
C -3.273 -1.103 4.639
C -2.220 -1.626 3.951
C -1.214 -2.557 4.548
C -2.126 -1.241 2.586
S -0.864 -1.712 1.520
C -5.311 0.442 4.821
C -4.662 1.369 5.863
C -6.126 -0.643 5.542
C -6.239 1.249 3.916
C -2.857 2.102 0.958
S -1.301 1.844 1.545
C -6.271 2.582 -1.543
C -5.866 2.118 -2.946
C -6.727 4.042 -1.588
C -7.411 1.696 -1.011
H -3.833 5.174 2.130
H -2.217 4.442 2.242
H -3.523 3.839 3.244
H -5.490 4.164 0.638
H -5.535 -4.579 -1.102
H -3.758 -5.184 -2.596
H -2.163 -4.557 -2.145
H -3.091 -3.752 -3.405
H -6.038 -2.493 2.733
H -6.022 -4.239 2.420
H -7.534 -3.439 2.855
H -7.293 -0.923 1.104
H -8.724 -1.958 1.241
H -8.047 -1.603 -0.349
H -7.107 -5.187 0.398
H -7.806 -4.137 -0.854
H -8.619 -4.346 0.691
H -3.398 -1.356 5.683
H -1.337 -2.628 5.625
H -0.199 -2.229 4.320
H -1.326 -3.556 4.120
H -4.086 0.808 6.601
H -5.441 1.912 6.399
H -3.998 2.098 5.392
H -5.514 -1.247 6.212
H -6.621 -1.308 4.831
H -6.895 -0.166 6.148
H -5.712 2.079 3.440
H -7.054 1.657 4.513
H -6.667 0.624 3.130
H -5.076 2.751 -3.359
H -6.729 2.185 -3.609
H -5.520 1.085 -2.942
H -5.899 4.723 -1.802
H -7.207 4.354 -0.659
H -7.463 4.159 -2.382
H -7.139 0.642 -1.085
H -8.314 1.870 -1.596
H -7.636 1.920 0.035
C -1.754 5.321 -0.921
C -2.105 4.148 -1.828
As -0.827 2.679 -1.814
C 0.831 3.583 -2.298
C 0.808 4.471 -3.536
C -1.615 1.759 -3.371
C -1.713 2.453 -4.728
H -2.487 6.119 -1.036
H -0.780 5.744 -1.169
H -1.731 5.034 0.130
H -2.151 4.461 -2.870
H -3.079 3.729 -1.577
H 1.605 2.821 -2.351
H 1.054 4.184 -1.411
H 0.764 3.898 -4.457
H 1.728 5.055 -3.563
H -0.024 5.175 -3.534
H -2.619 1.496 -3.017
H -1.076 0.823 -3.495
H -2.353 3.334 -4.699
H -2.148 1.755 -5.445
H -0.742 2.753 -5.111
O 0.489 -1.196 -3.213
C 1.056 -0.150 -3.024
O 1.019 0.435 -1.790
C 1.745 0.605 -4.116
C 1.792 -0.113 -5.461
Ge 0.569 -1.554 -6.077
C 0.778 -1.253 -8.002
C 0.402 -0.006 -8.512
C 0.396 0.241 -9.877
C 0.775 -0.761 -10.761
C 1.155 -2.002 -10.274
C 1.156 -2.245 -8.906
C -1.376 -1.790 -6.002
C -2.282 -1.236 -5.102
C -3.644 -1.510 -5.177
C -4.125 -2.357 -6.164
C -3.234 -2.931 -7.062
C -1.878 -2.649 -6.984
C 1.442 -3.233 -5.649
C 0.869 -4.144 -4.762
C 1.556 -5.286 -4.371
C 2.823 -5.539 -4.878
C 3.403 -4.647 -5.768
C 2.716 -3.502 -6.151
H 2.765 0.818 -3.771
H 1.252 1.580 -4.175
H 2.720 -0.686 -5.514
H 1.844 0.626 -6.258
H 0.096 0.790 -7.838
H 0.099 1.211 -10.253
H 0.772 -0.572 -11.826
H 1.449 -2.785 -10.960
H 1.453 -3.225 -8.549
H -1.929 -0.592 -4.313
H -4.327 -1.055 -4.467
H -5.184 -2.566 -6.238
H -3.598 -3.596 -7.834
H -1.208 -3.100 -7.705
H -0.126 -3.954 -4.371
H 1.101 -5.987 -3.682
H 3.353 -6.437 -4.589
H 4.386 -4.847 -6.173
H 3.177 -2.820 -6.858
C 3.485 1.568 3.308
N 3.857 1.479 1.896
C 3.116 0.993 0.918
S 1.534 0.371 1.272
N 3.594 0.950 -0.319
C 4.949 1.334 -0.698
H 4.113 2.322 3.774
H 3.636 0.614 3.808
H 2.443 1.860 3.402
H 4.798 1.759 1.663
H 3.005 0.506 -1.007
H 5.688 0.661 -0.260
H 5.160 2.360 -0.392
H 5.033 1.286 -1.779
*
```

Mulliken population analysis, charges in e, atoms 1 to 4:
1. Hf 0.616
2. C -1.788
3. C 0.117
4. C -0.982